{
  "formula": "C6H8N2OS",
  "method": "ωB97M-V with the def2-TZVPD basis set",
  "e_above_lowest_ev": 5.689,
  "gap_ev": [7.695, 6.377],
  "lumo_energy_ev": [-0.33, -0.87],
  "energy_ev": -22209.2814,
  "charge": 0,
  "species": ["C", "C", "C", "C", "C", "C", "N", "N", "O", "S", "H", "H", "H", "H", "H", "H", "H", "H"],
  "xyz": [[-0.2682, -2.8264, 0.1666], [-0.4097, -1.6353, 0.1943], [0.2041, 0.7873, 0.1291], [-0.7901, -0.2140, 0.2645], [2.1487, 1.9521, -0.3268], [-3.1350, -0.5686, -0.0673], [1.5190, 0.7040, 0.1973], [-2.0253, 0.2418, 0.2485], [3.9574, -0.1031, 0.4867], [2.6064, -0.6119, 0.4402], [-0.0183, -3.8094, 0.1156], [-0.2553, 1.7392, 0.0931], [2.1316, 1.9703, -1.4919], [1.7353, 2.8496, 0.0976], [3.1329, 1.8975, -0.0105], [-4.1387, -0.1792, 0.2225], [-3.3120, -0.5873, -1.1157], [-3.0827, -1.6065, 0.3561]],
  "nbo_charge": [-0.160, -0.096, 0.007, 0.084, -0.416, -0.456, -0.533, -0.362, -0.894, 1.120, 0.223, 0.217, 0.212, 0.216, 0.233, 0.205, 0.212, 0.187]
}

=====

{
  "formula": "C15H20N4O3S2",
  "method": "ωB97M-V with the def2-TZVPD basis set",
  "e_above_lowest_ev": 2.006,
  "gap_ev": 9.698,
  "lumo_energy_ev": 0.31,
  "energy_ev": -49653.2198,
  "smiles": "CCCCCc1nnc(NC(=O)NS(=O)(=O)c2ccc(C)cc2)s1",
  "charge": 0,
  "species": ["C", "C", "C", "C", "H", "H", "C", "C", "N", "N", "C", "N", "C", "O", "N", "H", "S", "O", "O", "C", "C", "C", "C", "C", "C", "H", "H", "C", "H", "H", "H", "H", "H", "H", "S", "H", "H", "H", "H", "H", "H", "H", "H", "H"],
  "xyz": [[3.2801, 1.5740, 5.0399], [2.7615, 0.1773, 5.3579], [1.3274, -0.0171, 4.8720], [0.8010, -1.4132, 5.1939], [0.8337, -1.5750, 6.2729], [1.4414, -2.1640, 4.7238], [-0.6405, -1.6080, 4.7113], [-0.7487, -1.4954, 3.2400], [-1.4867, -0.6638, 2.6132], [-1.4216, -0.7386, 1.2883], [-0.6142, -1.6525, 0.8583], [-0.3613, -1.9373, -0.4444], [-0.9800, -1.3962, -1.5800], [-0.6618, -1.8031, -2.6707], [-1.8758, -0.4157, -1.3540], [-2.0810, -0.1615, -0.3874], [-2.9613, 0.0402, -2.6104], [-3.7014, -1.1146, -3.0055], [-3.6685, 1.1522, -2.0572], [-1.8541, 0.5748, -3.8907], [-1.6618, -0.2132, -5.0072], [-0.7836, 0.2176, -5.9837], [-0.1018, 1.4249, -5.8465], [-0.3186, 2.1989, -4.7113], [-1.1965, 1.7764, -3.7278], [-1.3871, 2.3641, -2.8440], [0.2038, 3.1372, -4.5961], [0.8408, 1.8764, -6.9186], [1.5552, 1.0895, -7.1523], [1.3848, 2.7662, -6.6141], [0.2888, 2.1035, -7.8298], [-0.6180, -0.3874, -6.8626], [-2.1925, -1.1476, -5.0818], [0.3020, -2.6730, -0.6489], [0.1796, -2.5425, 2.1517], [-1.2943, -0.8524, 5.1493], [-0.9937, -2.5962, 5.0182], [0.6812, 0.7284, 5.3404], [1.2875, 0.1486, 3.7928], [2.8019, 0.0116, 6.4369], [3.4070, -0.5666, 4.8850], [4.3023, 1.6921, 5.3915], [2.6619, 2.3287, 5.5209], [3.2630, 1.7522, 3.9669]],
  "nbo_charge": [-0.600, -0.387, -0.399, -0.379, 0.211, 0.195, -0.455, 0.088, -0.240, -0.361, 0.248, -0.633, 0.797, -0.614, -0.899, 0.465, 2.322, -0.909, -0.925, -0.363, -0.129, -0.249, 0.111, -0.254, -0.156, 0.236, 0.214, -0.652, 0.223, 0.216, 0.225, 0.215, 0.247, 0.429, 0.295, 0.241, 0.227, 0.200, 0.199, 0.194, 0.193, 0.209, 0.202, 0.202]
}

=====

{
  "formula": "C3H3HgMgO4",
  "method": "ωB97M-V with the def2-TZVPD basis set",
  "e_above_lowest_ev": 0.056,
  "gap_ev": [5.276, 4.036],
  "multiplicity": 2,
  "lumo_energy_ev": [-1.86, -3.09],
  "energy_ev": -20963.1935,
  "charge": 0,
  "species": ["O", "O", "C", "C", "O", "O", "C", "H", "H", "H", "Hg", "Mg"],
  "xyz": [[1.5876, -3.9605, 3.7863], [0.8197, -1.6771, 0.9213], [0.2143, -0.5648, 0.5124], [0.0702, -2.8177, 1.2749], [0.8896, 0.3884, 0.1260], [-1.0722, -0.4881, 0.5775], [-0.1792, -3.0704, 2.6207], [0.1864, -3.6363, 0.5566], [-0.7651, -3.9850, 2.8122], [-0.2145, -2.2162, 3.3179], [-0.8684, 1.9311, -0.5009], [-2.2030, -1.9492, 1.1583]],
  "lowdin_spin": [1.745, 0.023, -0.005, 0.080, -0.004, -0.113, -0.164, -0.003, -0.010, -0.007, -0.009, -0.533]
}

=====

{
  "formula": "C3H6BrOP",
  "method": "ωB97M-V with the def2-TZVPD basis set",
  "e_above_lowest_ev": 1.651,
  "gap_ev": 9.425,
  "lumo_energy_ev": 0.26,
  "energy_ev": -84584.7058,
  "charge": 0,
  "species": ["C", "C", "C", "O", "P", "Br", "H", "H", "H", "H", "H", "H"],
  "xyz": [[0.6723, 1.0828, -1.1715], [0.7746, -0.2563, -0.4381], [-0.3895, -0.3941, 0.5880], [-1.6215, -0.9822, 2.9586], [-0.8130, -1.6204, 1.9979], [-1.9383, -1.3693, -0.2338], [-0.3574, 1.2762, -1.6046], [1.0579, 1.7637, -0.4363], [1.2734, 1.1221, -2.0143], [0.8515, -1.0768, -1.0689], [1.6341, -0.2173, 0.1846], [-1.1442, 0.6717, 1.2384]],
  "nbo_charge": [-0.599, -0.450, -0.598, -1.047, 1.318, 0.026, 0.215, 0.213, 0.213, 0.224, 0.216, 0.267]
}